The following is a DFT calculation (ωB97M-V with the def2-TZVPD basis set) of a structure of composition C40H33AsClF6N5PS3V.

Each line ends with the Löwdin spin population.
Positions of all 91 atoms, in Å:
V (-0.01, -0.61, -1.29)  2.047
Cl (0.64, 1.69, 2.91)  0.000
C (-0.66, 2.66, 3.53)  0.000
C (-0.33, 3.63, 4.47)  0.000
C (-1.33, 4.40, 5.03)  0.000
C (-2.65, 4.20, 4.66)  0.000
C (-2.96, 3.24, 3.72)  0.000
C (-1.98, 2.45, 3.12)  0.000
P (-2.40, 1.14, 1.87)  0.000
C (-3.54, 2.05, 0.76)  0.000
C (-3.47, 3.42, 0.55)  0.000
C (-4.25, 4.02, -0.44)  0.000
C (-5.09, 3.25, -1.23)  0.000
C (-5.15, 1.88, -1.03)  0.000
C (-4.38, 1.28, -0.04)  0.000
C (-3.57, 0.19, 2.94)  0.000
C (-4.93, 0.44, 3.09)  0.000
C (-5.70, -0.35, 3.94)  0.000
C (-5.12, -1.39, 4.65)  0.000
C (-3.77, -1.66, 4.50)  0.000
C (-3.00, -0.88, 3.64)  0.000
H (0.70, 3.76, 4.75)  0.000
H (-1.07, 5.16, 5.77)  0.000
H (-3.44, 4.80, 5.11)  0.000
H (-3.99, 3.08, 3.43)  0.000
H (-2.78, 4.03, 1.12)  0.000
H (-4.17, 5.09, -0.61)  0.000
H (-5.67, 3.72, -2.02)  0.000
H (-5.76, 1.26, -1.67)  0.000
H (-4.42, 0.20, 0.07)  0.000
H (-5.40, 1.24, 2.53)  0.000
H (-6.76, -0.14, 4.05)  0.000
H (-5.72, -2.00, 5.31)  0.000
H (-3.31, -2.48, 5.02)  0.000
H (-1.95, -1.11, 3.47)  0.000
S (0.05, -1.37, 0.98)  -0.006
C (0.60, -3.02, 0.85)  0.005
C (0.59, -3.82, 1.99)  0.000
C (1.05, -5.13, 1.96)  -0.001
C (1.02, -5.92, 3.16)  0.000
N (1.01, -6.54, 4.13)  -0.001
C (1.54, -5.66, 0.76)  0.004
C (1.55, -4.87, -0.38)  -0.003
C (1.09, -3.55, -0.37)  0.006
S (1.19, -2.59, -1.81)  -0.029
C (2.03, -7.01, 0.69)  0.001
N (2.43, -8.09, 0.62)  0.002
H (0.22, -3.42, 2.92)  0.000
H (1.94, -5.28, -1.31)  0.000
F (-2.26, -0.47, -1.26)  0.011
As (-2.98, -1.60, -2.46)  0.001
F (-2.18, -2.89, -1.67)  0.003
F (-4.36, -1.82, -1.45)  0.000
F (-3.58, -2.68, -3.66)  0.000
F (-3.79, -0.27, -3.22)  0.000
F (-1.54, -1.25, -3.39)  0.014
C (4.79, -1.37, -0.23)  0.000
N (3.53, -0.98, 0.33)  0.001
C (3.51, -1.14, 1.77)  0.000
C (3.14, 0.37, -0.04)  0.002
C (2.94, 0.57, -1.52)  0.001
C (3.96, 1.15, -2.28)  -0.003
C (3.80, 1.39, -3.64)  0.009
C (2.61, 1.06, -4.25)  -0.003
C (1.58, 0.48, -3.50)  0.001
C (1.72, 0.23, -2.13)  -0.055
H (5.02, -2.40, 0.07)  0.000
H (5.63, -0.72, 0.11)  0.000
H (4.75, -1.33, -1.32)  0.000
H (3.73, -2.18, 2.03)  0.000
H (2.53, -0.89, 2.15)  0.000
H (4.27, -0.50, 2.27)  0.000
H (3.90, 1.10, 0.31)  0.000
H (2.21, 0.60, 0.48)  0.002
H (4.88, 1.42, -1.78)  -0.001
H (4.61, 1.84, -4.21)  0.001
H (2.46, 1.25, -5.31)  -0.001
H (0.64, 0.24, -3.99)  -0.001
C (-2.21, 5.63, -3.30)  0.000
C (-1.92, 4.16, -3.21)  0.000
C (-2.28, 3.29, -4.23)  0.002
C (-1.91, 1.96, -4.05)  0.000
N (-1.27, 1.54, -2.98)  0.006
C (-1.00, 2.44, -2.02)  0.001
S (-0.24, 1.85, -0.60)  -0.017
N (-1.29, 3.76, -2.12)  0.000
H (-2.86, 5.86, -4.15)  0.000
H (-1.28, 6.19, -3.41)  0.000
H (-2.68, 5.97, -2.38)  0.000
H (-2.80, 3.62, -5.11)  0.000
H (-2.14, 1.21, -4.80)  0.000

As for the expectation value of S²: 2.040. The frontier orbital gap (alpha / beta) is 6.5 / 6.6 eV. The calculation puts the calculated total energy at -7593.253540 Eh. The energy relative to the best compared isomer or geometry (same formula, charge and spin) is 0.6064 eV. Its spin multiplicity is 3. As for the charge: -2.